1.
C2H2BrClN2O2 | the ωB97M-V functional and the def2-TZVPD basis

XYZ file:
```
10
Properties=species:S:1:pos:R:3:nbo_charge:R:1
C 1.035 0.736 -1.006 -0.0457
C -0.362 -0.840 1.690 -0.0450
N -0.081 1.290 -0.801 -0.1501
N -0.443 -1.483 0.731 0.2034
O -1.206 0.606 -1.261 -0.5625
O -0.540 -2.153 -0.211 -0.3862
Cl 2.331 1.527 -0.382 0.0709
Br -0.039 -0.025 3.263 0.2279
H 1.153 -0.298 -1.423 0.2143
H -1.849 0.638 -0.600 0.4730
```

HOMO energy ... -9.73 eV
Orbital gap ... 9.81 eV
SMILES ... [O-][N+]#CBr.O/N=C/Cl

=====

2.
C2H2BrClO2S | the ωB97M-V functional and the def2-TZVPD basis

XYZ file:
```
9
Properties=species:S:1:pos:R:3:nbo_charge:R:1
C -1.141 2.178 -0.760 -0.2240
C -1.832 1.340 -0.289 -0.2094
O 1.933 0.001 0.792 -0.8952
O 0.804 -2.039 1.050 -0.8980
S 0.633 -0.556 0.456 1.5847
Cl 0.927 -1.184 -1.559 -0.3148
Br -2.635 -0.184 0.227 0.2018
H -0.385 2.866 -0.928 0.2408
H 1.697 -2.422 1.011 0.5140
```

HOMO energy ... -10.41 eV
Orbital gap ... 10.28 eV

=====

3.
C2H2BrF | the ωB97M-V functional and the def2-TZVPD basis

XYZ file:
```
6
Properties=species:S:1:pos:R:3:nbo_charge:R:1
C 0.713 1.165 -0.134 -0.8134
C -1.123 -1.271 0.723 0.3740
F -0.718 -1.754 -0.404 -0.3067
Br -1.043 0.736 0.428 0.4129
H 1.602 0.584 0.388 0.1886
H 0.568 0.540 -1.002 0.1446
```

HOMO energy (alpha / beta) ... -8.29 / -8.29 eV
Orbital gap (alpha / beta) ... 6.69 / 6.69 eV

=====

4.
C2H2BrF3O | the ωB97M-V functional and the def2-TZVPD basis

XYZ file:
```
9
Properties=species:S:1:pos:R:3:nbo_charge:R:1
C 0.523 0.584 -0.924 0.3191
C 1.189 -0.323 0.134 0.8946
O 0.241 1.710 -0.632 -0.4470
F 2.073 0.303 0.867 -0.2858
F 0.167 -0.677 0.954 -0.3211
F 1.669 -1.497 -0.362 -0.3202
Br -2.918 -0.511 0.221 -0.2254
H 0.064 0.266 -1.836 0.1587
H -3.006 0.145 1.578 0.2270
```

HOMO energy ... -11.00 eV
Orbital gap ... 11.03 eV
SMILES ... O=CC(F)(F)F.Br

=====

5.
C2H2BrN | the ωB97M-V functional and the def2-TZVPD basis

XYZ file:
```
6
Properties=species:S:1:pos:R:3:nbo_charge:R:1
C 0.222 -1.303 -1.190 0.0841
C 0.229 1.553 1.484 -0.2210
N -0.021 -0.176 -1.049 -0.3409
Br -1.586 1.409 1.364 0.1245
H 0.513 -2.366 -1.387 0.2512
H 0.642 0.882 0.777 0.1020
```

HOMO energy ... -8.62 eV
Orbital gap ... 7.99 eV

=====

6.
C2H2BrNO2 | the ωB97M-V functional and the def2-TZVPD basis

XYZ file:
```
8
Properties=species:S:1:pos:R:3:nbo_charge:R:1
C 1.402 -0.205 -1.273 0.8619
C -2.468 0.136 -0.173 0.5105
N 1.147 -1.056 -0.478 -0.7690
O 1.626 0.757 -1.844 -0.4986
O -2.238 -0.271 -1.219 -0.5144
Br -0.984 0.760 2.757 -0.2001
H 0.002 1.767 2.510 0.2041
H 1.514 -1.889 -0.279 0.4056
```

HOMO energy ... -10.79 eV
Orbital gap ... 11.37 eV

=====

7.
C2H2BrO2S2 | the ωB97M-V functional and the def2-TZVPD basis

XYZ file:
```
9
Properties=species:S:1:pos:R:3:nbo_charge:R:1
C -0.324 -0.704 0.123 0.7135
C -0.294 0.783 0.019 -0.3940
O -0.127 -1.233 1.367 -0.7080
O -0.805 -1.370 -0.782 -0.6277
S -0.387 1.598 1.399 -0.0451
S -0.696 1.345 -1.574 0.0815
Br 2.208 -0.176 -0.215 -0.6904
H 0.464 -0.639 1.901 0.5063
H -0.039 0.396 -2.238 0.1639
```

Charge ... -1
HOMO energy ... -4.64 eV
Orbital gap ... 7.59 eV

=====

8.
C2H2Cl2I2 | the ωB97M-V functional and the def2-TZVPD basis

XYZ file:
```
8
Properties=species:S:1:pos:R:3:nbo_charge:R:1
C -0.108 0.679 -1.334 -0.4388
C 0.099 -1.238 2.008 -0.2614
Cl 0.599 0.143 -2.901 -0.0483
Cl 1.292 -2.220 2.601 0.1082
I 0.127 0.739 2.769 0.1549
I -2.157 -0.002 -1.244 0.0817
H 0.276 0.204 -0.553 0.1947
H -0.130 1.694 -1.345 0.2091
```

HOMO energy ... -9.23 eV
Orbital gap ... 7.70 eV

=====

no.,largest force on an atom (eV/A),molar mass (Da)
1,4.02,201.41
2,3.72,205.46
3,2.63,124.94
4,1.94,178.94
5,2.22,119.95
6,4.10,151.95
7,1.90,202.07
8,5.06,350.75